Formula: CH8N2O2
Source: the OMol25 dataset
Level of theory: the ωB97M-V functional and the def2-TZVPD basis

```
13
CH8N2O2 (the ωB97M-V functional and the def2-TZVPD basis)
N -0.37 2.13 -0.92
C -0.34 1.81 0.38
N -1.15 1.02 1.00
H -1.15 1.69 -1.44
H 0.15 2.80 -1.46
H 0.32 2.56 0.92
H -0.98 0.97 2.01
H -0.49 -1.33 0.91
H -0.42 -2.59 1.82
O 0.01 -1.82 1.56
H 1.13 -2.16 -2.17
H 1.73 -2.24 -0.93
O 1.56 -2.83 -1.67
```

Values from the calculation:
Gap between HOMO and LUMO (spin up / spin down) (eV): 9.25 / 4.50
Maximum force (eV/Å): 5.36
2S+1: 2
ΔE to the lowest compared entry with this formula, charge and spin (eV): 0.6831
Molar mass (g/mol): 80.1
Net charge: +1
Highest occupied orbital energy (spin up / spin down) (eV): -14.180 / -14.178
LUMO (spin up / spin down) (eV): -4.93 / -9.67



Formula: C10H12N4O6STi
Source: the OMol25 dataset
Level of theory: the ωB97M-V functional and the def2-TZVPD basis

```
34
C10H12N4O6STi (the ωB97M-V functional and the def2-TZVPD basis)
Ti 0.79 -0.25 1.05
C -2.62 -1.95 -0.06
C -2.45 -0.99 1.06
N -1.35 -0.35 1.39
C -1.65 0.46 2.47
C -2.95 0.31 2.80
N -3.44 -0.62 1.90
C -3.80 1.01 3.82
O -4.53 0.21 4.62
O -3.85 2.19 3.88
C -0.51 1.21 3.07
O -0.54 1.74 4.13
O 0.55 1.18 2.25
H -1.65 -2.14 -0.53
H -3.30 -1.57 -0.81
H -3.01 -2.90 0.31
H -4.41 -0.90 1.82
H -4.20 -0.70 4.63
S 1.42 0.78 -1.16
C 2.58 1.17 0.01
N 3.03 0.17 0.86
C 3.90 0.76 1.92
C 3.70 2.27 1.72
N 2.99 2.34 0.44
H 3.38 -0.66 0.39
H 4.93 0.46 1.75
H 3.57 0.43 2.90
H 4.64 2.82 1.67
H 3.08 2.70 2.51
H 2.62 3.20 0.07
O 1.07 -1.74 2.52
C 1.06 -2.62 1.62
O 0.94 -2.24 0.41
H 1.16 -3.68 1.86
```

Values from the calculation:
Gap between HOMO and LUMO (spin up / spin down) (eV): 8.74 / 9.01
Maximum force (eV/Å): 0.56
2S+1: 2
Molar mass (g/mol): 364.2
Net charge: +1
Highest occupied orbital energy (spin up / spin down) (eV): -12.265 / -12.789
LUMO (spin up / spin down) (eV): -3.52 / -3.78



Formula: C6H4ClIrO10S2
Source: the OMol25 dataset
Level of theory: the ωB97M-V functional and the def2-TZVPD basis

```
24
C6H4ClIrO10S2 (the ωB97M-V functional and the def2-TZVPD basis)
Ir -1.65 1.29 -0.18
O -4.82 3.07 -1.06
Cl -3.74 3.02 -0.17
O -3.78 4.01 0.84
O -2.42 3.11 -0.93
O -3.62 1.66 0.46
O -1.61 -2.69 -0.21
S -1.18 -1.34 -0.33
O -1.46 -0.44 0.84
O -1.76 -0.59 -1.49
C 0.62 -1.35 -0.21
C 1.20 -2.60 -0.35
C 2.53 -2.80 -0.02
C 3.29 -1.77 0.49
C 2.72 -0.50 0.63
C 1.40 -0.28 0.29
S 0.94 1.45 0.19
O 2.13 2.22 0.22
O -0.12 1.91 1.17
O 0.15 1.42 -1.10
H 0.59 -3.42 -0.69
H 2.96 -3.79 -0.15
H 4.32 -1.92 0.77
H 3.32 0.33 0.97
```

Values from the calculation:
Gap between HOMO and LUMO (eV): 8.33
Maximum force (eV/Å): 0.73
Molar mass (g/mol): 527.9
Highest occupied orbital energy (eV): -10.291
LUMO (eV): -1.96



Formula: C15H15ClF16NO5
Source: the OMol25 dataset
Level of theory: the ωB97M-V functional and the def2-TZVPD basis

```
53
C15H15ClF16NO5 (the ωB97M-V functional and the def2-TZVPD basis)
C -3.53 -4.09 3.99
N -3.61 -2.65 3.70
C -2.38 -2.26 3.00
C -2.05 -0.75 3.13
O -1.10 -0.44 3.83
O -2.80 0.08 2.46
C -4.80 -2.28 2.96
C -5.46 -1.03 3.60
O -5.01 -0.38 4.42
Cl -7.15 -0.65 2.99
H -4.50 -4.60 3.98
H -3.01 -4.21 4.96
H -2.90 -4.59 3.22
H -2.37 -2.51 1.91
H -1.54 -2.82 3.45
H -4.54 -2.07 1.90
H -5.57 -3.07 3.02
C -0.72 4.06 0.61
C -0.88 2.56 0.30
C -0.20 1.59 1.26
F 1.15 1.76 1.30
F -0.41 0.32 0.88
F -0.47 2.33 -0.99
F -2.21 2.30 0.33
O 0.29 4.76 -0.11
C 1.59 4.73 0.37
C 2.54 4.03 -0.60
F 2.14 2.76 -0.81
F 3.79 3.97 -0.08
F 1.63 4.20 1.60
F 1.98 6.03 0.50
H -1.65 4.53 0.29
H -0.66 4.25 1.68
H -0.60 1.69 2.28
H 2.57 4.55 -1.55
C 2.50 0.17 -3.45
C 1.39 -0.78 -3.94
C 1.00 -1.91 -2.99
F 2.04 -2.74 -2.74
F 0.02 -2.66 -3.55
F 1.73 -1.27 -5.16
F 0.28 -0.02 -4.14
O 3.81 -0.07 -3.94
C 4.60 -1.00 -3.28
C 4.94 -2.20 -4.16
F 3.82 -2.83 -4.58
F 5.67 -3.10 -3.47
F 4.02 -1.37 -2.12
F 5.75 -0.37 -2.95
H 2.25 1.15 -3.86
H 2.48 0.31 -2.37
H 0.62 -1.51 -2.04
H 5.51 -1.88 -5.04
```

Values from the calculation:
Gap between HOMO and LUMO (eV): 6.93
Maximum force (eV/Å): 3.82
Molar mass (g/mol): 628.7
Net charge: -1
Highest occupied orbital energy (eV): -4.713
LUMO (eV): 2.22



Question: The lowest maximum force belongs to which entry?
Answer: C10H12N4O6STi